[1]
This record from OMol25 describes one molecule with the formula C7H11N3O2S in a non-equilibrium geometry. The level of theory is ωB97M-V/def2-TZVPD.

```
24
Properties=species:S:1:pos:R:3:forces:R:3:lowdin_charge:R:1
C -2.0073 -0.8935 -0.3502 -1.1 -0.1 0.3 -0.211
C 3.5524 0.2744 -0.3611 -0.8 -1.3 0.0 -0.711
C 0.5912 1.2975 0.6858 -0.1 -0.3 -0.1 -0.101
C 1.2024 0.0289 1.2936 0.0 0.7 0.5 -0.197
C 2.4193 -0.7206 -0.6210 0.0 -0.2 0.5 -0.054
C -0.6132 0.9904 -0.2213 -0.1 0.5 0.1 -0.285
C -0.2303 0.0988 -1.3592 -0.3 -1.2 0.4 -0.023
N -1.6868 0.2563 0.4591 0.1 -0.2 0.1 0.028
N 1.4926 -0.9710 0.2781 0.1 0.0 -0.7 -0.550
N -0.8644 -1.0464 -1.2544 0.2 1.6 -0.8 -0.038
O 3.5682 1.4589 -0.5530 0.2 1.2 -0.1 0.058
O 4.2777 -0.6168 0.1189 0.9 0.2 0.2 0.065
S 0.6063 -2.4096 0.3063 0.2 -1.0 0.4 0.659
H -2.8994 -0.6822 -0.9630 0.2 -0.2 0.0 0.129
H 0.2751 1.9577 1.4942 0.0 0.1 0.0 0.127
H 1.3508 1.8092 0.0939 0.0 0.1 0.0 0.106
H 2.1284 0.2948 1.8123 -0.1 -0.1 0.0 0.138
H 0.5309 -0.4385 2.0176 0.2 0.0 -0.1 0.093
H 2.6140 -1.5007 -1.3466 -0.3 0.1 -0.1 0.126
H -1.0105 1.9438 -0.5991 0.2 -0.1 -0.1 0.151
H 0.5332 0.3065 -2.0816 0.1 0.0 -0.4 0.141
H -1.3849 -0.0296 1.3817 0.0 -0.1 -0.1 0.101
H -0.8155 -1.8062 -1.9154 0.2 0.1 0.0 0.141
H -2.1718 -1.7956 0.2390 0.1 0.1 -0.1 0.107
```
Forces are in eV/Å.

**2S+1**: 1
**Total charge**: 0
**Orbital gap (alpha / beta)**: 7.4 / 7.4 eV
**HOMO (alpha / beta)**: -0.2895 / -0.2896 Ha


[2]
This record from OMol25 describes one molecule with the formula C7H11N3O3S in a non-equilibrium geometry. The level of theory is ωB97M-V/def2-TZVPD.

```
25
Properties=species:S:1:pos:R:3:forces:R:3:lowdin_charge:R:1
C 0.5153 2.6515 0.2540 0.9 -1.2 1.9 -0.018
C 0.6258 3.4184 -0.9258 -0.1 -0.8 -1.1 -0.153
C 0.2922 1.3440 -0.1335 0.3 1.8 -4.3 -0.168
C 0.4711 -0.0521 1.7769 -1.0 -0.1 0.5 -0.419
C -2.3270 -0.9125 2.7407 2.8 0.2 2.3 -0.043
C 2.2235 0.0626 -2.7495 0.0 2.8 1.9 -0.204
C 0.0568 -1.4661 2.2502 1.0 2.8 0.0 -0.149
N 0.4912 2.7155 -2.0406 0.0 0.9 0.1 0.004
N 0.2700 1.4607 -1.6764 -0.8 -0.8 5.1 -0.351
N 0.1284 0.1278 0.4563 1.1 2.1 1.8 0.147
O 0.8891 0.8263 2.5050 0.1 -0.3 -0.4 0.079
O -0.0764 -1.0439 -1.9222 0.0 0.7 -0.5 -0.513
O -1.2971 -1.6128 1.9662 -1.1 -1.1 1.3 -0.174
S 0.3261 0.1498 -2.7199 1.8 -0.7 -0.3 0.966
H 0.8534 2.8949 1.3116 -1.0 -0.1 -1.7 0.126
H 0.7714 4.4622 -1.0401 0.2 0.7 0.2 0.093
H -3.2046 -1.5415 2.7639 -0.2 0.3 -0.4 0.081
H -2.3483 0.0661 2.3374 -1.1 0.9 -0.9 0.061
H -2.0416 -0.6165 3.8584 -0.1 -1.3 -2.0 0.131
H 2.4944 -0.9530 -2.7361 0.3 -1.4 -0.7 0.006
H 2.6116 0.4548 -1.6838 -1.0 -0.6 -2.4 0.102
H 2.6426 0.7232 -3.5751 -0.6 -1.1 1.0 0.065
H 0.6255 -2.0613 1.5822 0.2 -1.5 -0.4 0.117
H 0.5168 -1.4925 3.2525 -1.1 -0.6 0.2 0.139
H -0.1387 -0.6104 -0.1157 -0.6 -1.6 -1.1 0.073
```
Forces are in eV/Å.

**2S+1**: 1
**Total charge**: 0
**Orbital gap**: 9.3 eV
**HOMO**: -0.3154 Ha


[3]
This record from OMol25 describes one molecule with the formula C7H11N3O4 in a non-equilibrium geometry. The level of theory is ωB97M-V/def2-TZVPD.

```
25
Properties=species:S:1:pos:R:3:forces:R:3:lowdin_charge:R:1
C -0.7883 0.8314 1.0000 2.3 1.7 -1.5 -0.425
C -0.9766 -1.6382 0.1432 -1.1 -0.6 1.2 -0.441
C 0.9351 -0.3486 -0.5978 1.4 0.4 0.9 -0.360
C 0.2582 1.2027 -0.0268 0.7 -2.9 -1.5 -0.029
C -2.0545 -0.6263 2.2210 2.7 1.6 1.2 0.016
C 0.1765 -2.6141 -1.7957 -0.5 1.0 -0.9 -0.020
C 0.6435 3.5697 -0.0333 -1.7 1.4 1.1 -0.112
N -1.0770 -0.4857 1.0412 -2.7 -0.6 2.5 0.083
N 0.0896 -1.7015 -0.6707 1.5 4.7 0.3 0.016
N 0.7739 2.2501 -0.4929 -0.5 -3.0 -0.4 0.066
O 2.0207 -0.5619 0.3598 -0.6 -1.4 -1.3 -0.014
O -1.1879 1.6909 1.7496 -0.4 0.1 0.4 0.098
O -1.8113 -2.5130 0.2948 0.6 0.5 -0.5 0.083
O 1.5298 -0.1702 -1.8088 -0.9 -1.3 -0.9 0.038
H -1.5562 -0.4676 3.2145 0.6 -0.5 -1.1 0.116
H -2.7362 0.1688 2.3641 -0.9 1.0 -1.2 0.071
H -2.5688 -1.4906 2.2977 -1.2 -3.0 -0.5 0.042
H -0.7717 -3.1386 -1.6978 0.5 -0.9 -0.2 0.090
H 0.1375 -2.0992 -2.7893 0.0 0.0 0.9 0.102
H 1.1224 -3.1594 -1.7945 -0.5 -0.4 0.3 0.093
H 0.7962 3.5366 1.0301 0.6 0.4 0.6 0.086
H 1.3196 4.2045 -0.5509 0.8 0.4 -0.2 0.063
H -0.3366 4.1195 -0.0668 0.3 -1.1 -0.5 0.111
H 2.5536 -1.3263 -0.0481 -1.1 1.6 1.0 0.136
H 1.8742 0.7132 -1.8796 0.1 1.0 0.2 0.091
```
Forces are in eV/Å.

**2S+1**: 1
**SMILES**: C/N=C1\C(=O)N(C)C(=O)N(C)C1(O)O
**Total charge**: 0
**Orbital gap**: 9.5 eV
**HOMO**: -0.3498 Ha


[4]
This record from OMol25 describes one molecule with the formula C7H11N3OS. The level of theory is ωB97M-V/def2-TZVPD.

```
23
Properties=species:S:1:pos:R:3:forces:R:3:lowdin_charge:R:1
C 3.5013 1.3495 0.9452 0.0 0.0 -0.1 -0.175
C 3.4131 0.5240 -0.3227 -0.4 -0.3 0.1 -0.531
H 2.9337 1.0814 -1.1248 0.1 0.0 0.0 0.060
H 4.3941 0.1739 -0.6411 0.0 0.0 -0.1 0.063
S 2.4292 -0.9988 -0.0803 0.5 0.0 -0.1 0.949
C 0.8070 -0.3614 -0.1375 -0.1 0.4 0.0 -0.695
N 0.6476 0.9347 -0.3528 0.3 0.2 -0.1 0.051
C -0.6079 1.3643 -0.4103 -0.3 -0.3 0.1 -0.081
C -1.7018 0.5400 -0.2637 -0.2 0.1 0.2 -0.135
C -1.4096 -0.8237 -0.0088 0.3 0.4 -0.2 -0.337
N -0.1523 -1.2533 0.0463 -0.1 -0.4 0.1 0.104
N -2.3846 -1.7461 0.1357 -0.3 -0.1 0.0 0.165
H -3.2956 -1.4101 0.4050 0.0 -0.1 0.0 0.085
H -2.0898 -2.6513 0.4624 0.0 0.0 0.0 0.109
C -3.1093 1.0465 -0.3910 0.3 0.1 -0.5 -0.213
O -3.9087 0.5644 0.6785 -0.2 0.0 0.3 -0.070
H -4.7677 0.9965 0.6434 0.0 -0.1 0.0 0.095
H -3.0932 2.1441 -0.3946 0.0 -0.1 -0.1 0.120
H -3.5316 0.7042 -1.3505 0.0 0.1 0.1 0.128
H -0.7230 2.4267 -0.5907 -0.2 0.1 0.0 0.120
H 3.9255 0.7618 1.7560 0.0 0.0 0.1 0.065
H 2.5097 1.6879 1.2343 0.0 0.0 0.0 0.055
H 4.1314 2.2202 0.7753 0.1 0.1 0.0 0.068
```
Forces are in eV/Å.

**2S+1**: 1
**SMILES**: CCSc1ncc(CO)c(N)n1
**Total charge**: 0
**Orbital gap**: 8.8 eV
**HOMO**: -0.3028 Ha


[5]
This record from OMol25 describes one molecule with the formula C7H11N3OS in a non-equilibrium geometry. The level of theory is ωB97M-V/def2-TZVPD.

```
23
Properties=species:S:1:pos:R:3:forces:R:3:lowdin_charge:R:1
C -1.0637 0.5349 -1.8616 -0.1 0.1 -1.3 -0.098
C 0.3490 0.7266 -2.0190 -2.1 0.3 0.5 -0.299
C 0.7576 0.9781 -0.7468 0.9 -0.4 1.0 -0.270
C -1.6107 -1.6214 2.6157 0.3 0.2 -0.1 -0.118
C -1.4894 -1.6722 1.1109 -2.5 1.9 0.9 -0.176
C -0.5046 -0.9220 1.8747 0.7 3.7 0.4 -0.312
C 2.1262 0.9868 -0.2222 2.8 -3.0 -3.6 -0.045
N -1.4468 0.7037 -0.6265 -1.5 0.2 0.0 0.007
N -0.3616 1.0026 0.0576 0.9 0.1 -0.9 -0.340
N 0.9561 0.8357 -3.2548 -0.8 -1.0 -0.7 0.092
O 0.8457 1.4232 2.2413 0.0 0.5 0.3 -0.511
S -0.4947 1.1155 1.7418 -0.2 -3.1 0.7 1.038
H -1.7956 0.3335 -2.6655 0.5 0.1 0.7 0.120
H -2.3364 -0.9499 3.0855 0.1 -0.2 -0.5 0.103
H -1.4712 -2.5192 3.1831 0.4 -0.2 0.3 0.088
H -0.9696 -2.4188 0.7171 1.6 -3.9 -1.4 0.057
H -2.3037 -1.3997 0.4367 0.5 0.8 0.4 0.110
H 0.6043 -1.0862 1.8359 -1.2 -0.3 0.2 0.122
H 2.5973 -0.0769 0.1121 -1.4 2.1 -1.1 0.139
H 2.8003 1.3975 -1.0664 -0.8 -0.8 1.2 0.104
H 2.3402 1.5476 0.5744 0.3 2.4 3.0 -0.006
H 0.5174 0.1422 -3.9073 1.4 1.1 0.6 0.117
H 1.9539 0.9386 -3.2166 0.2 -0.5 -0.5 0.074
```
Forces are in eV/Å.

**2S+1**: 1
**Total charge**: 0
**Orbital gap**: 8.8 eV
**HOMO**: -0.2936 Ha


[6]
This record from OMol25 describes an isolated ion of composition C7H11N4O and charge -1 in a non-equilibrium geometry. The level of theory is ωB97M-V/def2-TZVPD.

```
23
Properties=species:S:1:pos:R:3:forces:R:3:lowdin_charge:R:1
C -3.1621 -0.6903 -0.4255 1.8 0.5 1.6 -0.633
C -0.1258 1.0553 1.1332 -0.4 -0.2 0.1 -0.012
C 0.0575 0.5173 -0.2544 0.3 -2.6 -1.1 -0.400
C -0.8800 -0.2020 0.7105 -1.5 0.4 -1.5 -0.364
C 1.2997 -0.3001 -0.5588 -0.1 1.4 -1.9 -0.046
C -0.5558 1.1521 -1.5210 2.9 -1.6 0.1 -0.016
C -0.7828 -1.6570 1.1976 2.6 1.0 3.3 -0.009
N -4.2695 0.0374 -0.5057 -1.1 0.2 0.0 -0.003
N -4.0851 1.1653 0.2304 0.5 -0.6 -0.7 -0.116
N -2.9043 1.2157 0.6940 0.9 0.4 0.7 -0.041
N -2.2237 0.0981 0.2870 -2.4 0.8 0.8 -0.052
O -2.8649 -1.8514 -0.6890 -0.4 -1.5 -1.6 -0.078
H 0.6361 0.9067 1.9027 0.1 0.1 -0.5 0.107
H -0.7006 1.9849 1.2059 0.1 -0.6 0.2 0.094
H 1.4648 -0.5192 -1.6198 -0.6 0.3 -0.2 0.085
H 1.3667 -1.2380 -0.1405 -0.2 -2.0 1.3 0.021
H 2.1953 0.1735 -0.3078 1.6 1.2 0.7 0.052
H -0.7758 0.5466 -2.4253 0.8 -0.5 0.8 0.103
H 0.1848 1.8765 -1.7612 0.4 1.0 -0.8 0.067
H -1.4540 1.5684 -1.3785 -3.2 2.1 1.1 0.017
H -1.5265 -2.3305 0.8390 -0.6 0.1 -0.5 0.038
H -0.8879 -1.5752 2.3803 0.3 -0.5 -2.2 0.110
H 0.2441 -2.1249 0.9926 -1.5 0.7 0.4 0.075
```
Forces are in eV/Å.

**2S+1**: 1
**SMILES**: CC1(C)C[C@@]1(C)n1nnnc1[O-]
**Total charge**: -1
**Orbital gap**: 7.1 eV
**HOMO**: -0.1347 Ha


[7]
This record from OMol25 describes an isolated ion of composition C7H11N4O3S and charge -1 in a non-equilibrium geometry. The level of theory is ωB97M-V/def2-TZVPD.

```
26
Properties=species:S:1:pos:R:3:forces:R:3:lowdin_charge:R:1
C 0.8039 -1.8782 -0.8996 -0.6 1.7 -0.4 -0.343
C -1.5129 -0.4757 -1.1067 0.0 2.5 0.3 -0.500
C 0.8509 -0.4571 -0.4056 -0.7 2.0 -3.0 -0.076
C -0.2318 2.5612 -0.3488 -0.4 -1.3 -1.1 -0.058
C -1.6421 2.3282 0.1314 -0.1 -0.4 -1.3 -0.056
C -0.6041 1.2827 0.4188 -0.7 1.1 -1.2 -0.524
C 1.9833 -2.7005 -0.5124 -1.4 1.9 -1.2 -0.018
N -0.1440 -2.3279 -1.6320 1.5 -0.8 0.4 0.074
N -1.1810 -1.4871 -1.9578 2.1 -0.8 0.5 0.061
N -0.5361 0.0889 -0.3067 0.9 -3.1 -0.9 0.050
N 0.0038 1.2061 1.6760 1.2 -4.0 -1.4 -0.105
O 0.1532 0.5341 4.0994 0.2 0.1 -0.7 -0.555
O -2.6093 0.0149 -1.2391 -1.7 0.3 0.3 0.041
O 1.3786 -0.7849 2.3956 0.6 -0.3 0.2 -0.552
S 0.0883 -0.1923 2.7993 -1.1 -0.2 0.5 0.644
H 1.3813 -0.2959 0.5075 0.1 -0.3 0.6 0.056
H 1.4008 0.2536 -1.1927 -0.7 -1.5 1.1 0.165
H 0.0614 2.4703 -1.4117 -0.6 0.0 0.6 0.107
H 0.4280 3.1307 0.2091 1.0 1.4 0.9 0.066
H -2.0056 2.8410 0.9621 -0.1 1.0 1.5 0.079
H -2.4446 2.2713 -0.5997 0.4 -0.6 -0.1 0.093
H 1.6409 -3.6034 -0.9421 0.9 -1.7 0.0 0.062
H 1.9377 -2.5384 0.5385 0.8 -0.8 1.2 0.063
H 2.8306 -2.1700 -0.9773 0.1 -0.8 0.3 0.097
H -1.8934 -2.0383 -2.3807 -0.9 0.4 0.0 0.126
H -0.1377 1.9666 2.1751 -0.7 4.4 3.1 0.003
```
Forces are in eV/Å.

**2S+1**: 1
**Total charge**: -1
**Orbital gap**: 7.4 eV
**HOMO**: -0.1421 Ha


[8]
This record from OMol25 describes an isolated ion of composition C7H11N6 and charge +1 in a non-equilibrium geometry. The level of theory is ωB97M-V/def2-TZVPD.

```
24
Properties=species:S:1:pos:R:3:forces:R:3:lowdin_charge:R:1
C 0.8160 0.6998 -2.0129 -2.4 -0.6 -2.7 -0.034
C 1.9341 1.4713 -1.7412 -0.2 -0.1 0.9 -0.124
C 0.6723 -0.2472 -0.9730 0.8 -0.7 -0.9 -0.225
C -0.2497 -1.9433 0.7144 -0.9 -3.0 -3.4 -0.041
C -0.3525 -1.2224 1.8269 2.1 -1.3 1.7 -0.117
C -1.0466 0.9813 1.1357 -1.3 0.1 -1.9 -0.502
C -0.1246 -1.4785 -0.6941 -1.2 0.9 -0.4 -0.161
N 2.4734 1.0053 -0.6171 2.0 0.7 1.1 0.046
N 1.7586 0.0211 -0.1450 -1.3 -1.7 -0.5 0.013
N -0.2662 0.1070 1.9195 -0.8 1.3 -1.0 0.080
N -1.6254 0.5456 0.0647 -0.9 0.8 1.0 0.132
N -1.0696 2.2531 1.6103 -1.2 1.6 0.4 0.140
N -0.7570 -2.1608 -1.6910 1.8 1.3 -0.3 0.202
H 0.1892 0.8586 -2.9977 1.1 -0.6 2.5 0.152
H 2.3328 2.3801 -2.2400 -0.3 -1.1 0.4 0.132
H -0.4799 -3.0602 0.6444 0.5 1.6 1.0 0.140
H -0.2100 -1.7174 2.8233 -0.6 0.1 -1.1 0.160
H 2.0710 -0.7178 0.5466 0.0 1.9 -1.0 0.197
H 0.1631 0.4654 2.7346 -0.1 0.4 0.9 0.142
H -2.3124 1.2233 -0.3686 1.4 -0.8 0.8 0.106
H -0.3072 2.5139 2.1956 0.1 0.4 0.5 0.088
H -1.8818 2.9392 1.5651 1.7 -1.8 -0.3 0.159
H -0.6366 -1.7745 -2.6744 -0.2 -0.9 1.8 0.164
H -1.0909 -3.1429 -1.6262 0.2 1.3 0.4 0.153
```
Forces are in eV/Å.

**2S+1**: 1
**SMILES**: [H]/N=C(\N)N/C=C\C(=[NH2+])c1ccn[nH]1
**Total charge**: +1
**Orbital gap**: 7.9 eV
**HOMO**: -0.4600 Ha